No. 1
Formula: C8H16O16S4
Source: the OMol25 dataset
Level of theory: ωB97M-V with the def2-TZVPD basis set

Values from the calculation:
LUMO ... 0.27 eV
Relative energy (zero: lowest compared OMol25 entry of this formula, charge and spin) ... 19.3 kcal/mol
F_max ... 3.7 eV/A

Geometry (Å):
1 C 9.20542 5.70899 9.73578
2 C 9.46045 6.25168 11.11138
3 O 8.48367 7.38262 11.12126
4 S 7.10909 6.76768 10.64233
5 O 6.32966 7.72095 9.91776
6 O 6.46428 5.98266 11.65195
7 O 7.80715 5.72197 9.53912
8 H 9.45850 4.70576 9.60774
9 H 9.71653 6.32654 9.02518
10 H 10.44912 6.66451 11.29654
11 H 9.11148 5.55209 11.94831
12 C 6.04127 7.72673 14.95948
13 C 7.23820 8.70386 14.79819
14 O 8.24426 8.16460 15.64236
15 S 8.21193 6.51478 15.53117
16 O 8.44877 5.97296 16.80938
17 O 8.96874 6.05458 14.41508
18 O 6.72884 6.40947 14.96659
19 H 5.34745 7.73135 14.06807
20 H 5.52322 7.74731 15.95469
21 H 6.97755 9.71041 15.13125
22 H 7.54646 8.60890 13.75799
23 C 11.45341 10.91796 9.38167
24 C 10.21931 10.18836 8.99258
25 O 10.65845 8.88855 8.56450
26 S 12.26335 8.73265 8.68140
27 O 12.86158 9.18963 7.44485
28 O 12.47428 7.45359 9.18951
29 O 12.50935 9.81020 9.72606
30 H 11.43553 11.60219 10.22022
31 H 11.90638 11.51739 8.61742
32 H 9.84266 10.67906 8.14597
33 H 9.40249 10.12392 9.73417
34 C 11.31316 8.58760 14.29021
35 C 10.88303 9.64590 15.27062
36 O 9.77924 10.33182 14.67538
37 S 9.95512 10.47007 13.18571
38 O 10.77328 11.51052 12.70597
39 O 8.68182 10.24640 12.64890
40 O 10.84932 9.19456 13.02130
41 H 10.81166 7.63887 14.41439
42 H 12.39370 8.58165 14.40014
43 H 11.72569 10.30455 15.39418
44 H 10.45690 9.19316 16.18524

Löwdin atomic charge list, values in e, 8 entries: -0.193 -0.104 -0.224 0.629 -0.228 -0.232 -0.175 0.120

=====

No. 2
Formula: C30H20Cl4N6O7SV
Source: the OMol25 dataset
Level of theory: ωB97M-V with the def2-TZVPD basis set

Values from the calculation:
Charge ... -2
LUMO (alpha / beta) ... 4.10 / 4.10 eV
2S+1 ... 4
F_max ... 1.5 eV/A
⟨S²⟩ ... 3.792

Geometry (Å):
1 V -0.69760 -0.05172 0.30631
2 Cl -5.40500 4.74179 0.69124
3 C -4.09903 3.66270 1.13729
4 C -3.99151 2.44818 0.46697
5 C -2.95395 1.58705 0.78895
6 N -2.66313 0.33325 0.25369
7 C -3.48105 -0.40459 -0.49610
8 O -4.68028 -0.25774 -0.73727
9 C -2.72273 -1.60834 -1.01242
10 C -3.38811 -2.66256 -1.60420
11 C -2.66716 -3.75242 -2.05580
12 C -1.28919 -3.72617 -1.92515
13 C -0.69457 -2.62387 -1.34279
14 N -1.38518 -1.58514 -0.86295
15 C -2.00328 1.96937 1.77343
16 C -2.14732 3.15815 2.46471
17 C -3.19604 4.00929 2.13268
18 Cl -3.34133 5.52733 2.98843
19 N -1.02743 0.99078 1.95986
20 C -0.69883 0.56991 3.21574
21 O -0.86668 1.18338 4.28581
22 C -0.22920 -0.81052 3.14841
23 C 0.14948 -1.50516 4.29916
24 C 0.41160 -2.85121 4.23950
25 C 0.29177 -3.49152 2.97684
26 C -0.05474 -2.75225 1.88280
27 N -0.32784 -1.42378 1.90367
28 H -4.70540 2.18326 -0.29923
29 H -4.46275 -2.59120 -1.70003
30 H -3.16551 -4.60283 -2.50381
31 H -0.67670 -4.54436 -2.27834
32 H 0.37966 -2.56420 -1.25462
33 H -1.45124 3.41359 3.24800
34 H 0.21348 -0.94294 5.22286
35 H 0.68268 -3.40980 5.12770
36 H 0.48494 -4.55140 2.86551
37 H -0.13485 -3.24442 0.92608
38 Cl 2.16179 1.36994 1.83749
39 C 2.94038 0.15430 2.83227
40 Cl 4.61781 0.60781 3.29513
41 H 2.98262 -0.77249 2.27637
42 H 2.37003 0.04164 3.74386
43 O 0.29568 3.15706 0.26694
44 C -0.26014 2.80293 -0.75012
45 C -0.60088 3.76046 -1.88336
46 C -1.22065 2.86687 -2.94568
47 C -1.34595 1.51242 -2.26041
48 O -1.96034 0.58115 -2.74775
49 N -0.70559 1.51810 -1.03569
50 H 0.31653 4.25287 -2.20407
51 H -1.28861 4.51355 -1.49677
52 H -0.56452 2.72715 -3.80728
53 H -2.20195 3.18353 -3.29552
54 O 2.31714 -2.05874 0.47876
55 C 2.37435 -1.23599 -0.42248
56 N 1.43034 -0.29137 -0.71683
57 S 1.86552 0.54431 -2.06727
58 O 2.09551 1.94563 -1.84160
59 O 1.04302 0.19307 -3.19906
60 C 3.44385 -0.23647 -2.29702
61 C 4.41063 -0.02570 -3.26039
62 C 5.54168 -0.82936 -3.22028
63 C 5.68424 -1.80280 -2.23052
64 C 4.69650 -1.99340 -1.27241
65 C 3.57018 -1.19645 -1.32930
66 H 4.28695 0.73925 -4.01769
67 H 6.32028 -0.70071 -3.96227
68 H 6.58242 -2.40879 -2.20667
69 H 4.79523 -2.73968 -0.49332

Löwdin atomic charge list, values in e, 8 entries: 0.892 0.585 -0.685 -0.038 -0.183 0.012 -0.466 0.021

=====

No. 3
Formula: C17H39OP3STm
Source: the OMol25 dataset
Level of theory: ωB97M-V with the def2-TZVPD basis set

Values from the calculation:
Charge ... +3
LUMO (alpha / beta) ... -13.57 / -13.57 eV
2S+1 ... 3
Relative energy (zero: lowest compared OMol25 entry of this formula, charge and spin) ... 0.0 kcal/mol
F_max ... 3.3 eV/A
⟨S²⟩ ... 2.014

Geometry (Å):
1 Tm -0.87821 0.94469 0.05219
2 P 0.49789 1.80010 2.45411
3 P 1.54012 2.01186 -0.99708
4 P -2.08999 -0.50360 2.19246
5 H 0.31204 -4.25650 -4.76350
6 C -0.73716 -4.39900 -4.47552
7 C -1.69966 -3.54027 -4.83191
8 H -1.47365 -2.55799 -5.27146
9 C 1.83348 0.64805 2.98729
10 C 1.42565 3.37742 2.42059
11 C -0.40429 2.03713 4.03591
12 C 1.55385 1.55179 -2.76571
13 C 2.27145 3.69067 -1.08859
14 C 2.99436 1.05429 -0.39312
15 C -3.06221 -1.90694 1.51582
16 C -3.28906 0.08759 3.45152
17 C -0.91574 -1.44494 3.25961
18 H -0.98070 -5.32168 -3.93717
19 H -2.75943 -3.83541 -4.76443
20 H 2.23753 0.96715 3.95927
21 H 2.63715 0.62464 2.24553
22 H 1.44891 -0.37321 3.07255
23 H 1.81521 3.60274 3.42370
24 H 0.74597 4.18385 2.12267
25 H 2.25883 3.35659 1.71051
26 H 0.24895 2.52794 4.77059
27 H -0.76863 1.09886 4.46298
28 H -1.27100 2.68477 3.85767
29 H 2.43369 1.97092 -3.26796
30 H 0.63847 1.92494 -3.24046
31 H 1.56204 0.46319 -2.87480
32 H 3.36381 3.61404 -1.16915
33 H 2.01078 4.27070 -0.19846
34 H 1.87783 4.20233 -1.97532
35 H 3.83143 1.16551 -1.10007
36 H 2.71061 -0.00503 -0.31153
37 H 3.30633 1.42037 0.59593
38 H -3.30582 -2.58897 2.34059
39 H -2.48579 -2.42600 0.74023
40 H -3.98039 -1.52643 1.05390
41 H -3.68820 -0.77506 4.00358
42 H -4.11221 0.59181 2.92841
43 H -2.83405 0.79344 4.15386
44 H -1.42366 -2.33218 3.66387
45 H -0.54026 -0.83491 4.09185
46 H -0.06627 -1.76765 2.64385
47 C -0.78764 -1.50054 -2.26931
48 C -0.24564 -2.54812 -1.49234
49 C 0.95563 -3.15235 -1.85688
50 C 1.63153 -2.71123 -3.01376
51 C 1.08063 -1.67595 -3.79051
52 C -0.17966 -1.18083 -3.49861
53 S -2.15751 -0.62534 -1.66669
54 H 0.19659 -0.56646 0.23452
55 H -0.78553 -2.77963 -0.56995
56 H 1.35861 -3.97255 -1.24269
57 H 2.55624 -3.19108 -3.35176
58 H 1.60684 -1.24980 -4.65106
59 H -0.66468 -0.47478 -4.17359
60 O -2.23638 2.79459 0.13223
61 H -2.04479 3.69323 -0.20529
62 H -3.07426 2.86927 0.63088

Löwdin atomic charge list, values in e, 8 entries: 0.699 0.728 0.725 0.709 0.073 -0.020 -0.017 0.059

=====

No. 4
Formula: C3H3N3O
Source: the OMol25 dataset
Level of theory: ωB97M-V with the def2-TZVPD basis set

Values from the calculation:
LUMO ... -0.22 eV
Structure (SMILES) ... [H]/N=N/C=C\N=C=O
Relative energy (zero: lowest compared OMol25 entry of this formula, charge and spin) ... 47.5 kcal/mol
F_max ... 0.8 eV/A

Geometry (Å):
1 H -2.58355 0.87281 0.64531
2 N -2.15805 -0.05505 0.50694
3 N -0.93381 0.12966 0.42195
4 C -0.18886 -1.03235 0.14585
5 C 1.06477 -0.84236 -0.29756
6 N 1.64705 0.40572 -0.47226
7 C 1.18631 1.52775 -0.32058
8 O 0.91852 2.65996 -0.24443
9 H -0.66546 -2.00867 0.21703
10 H 1.71309 -1.65748 -0.60224

Löwdin atomic charge list, values in e, 8 entries: 0.062 0.073 -0.081 -0.148 -0.114 0.122 -0.306 0.180

=====

No. 5
Formula: C2H2ClN3O2
Source: the OMol25 dataset
Level of theory: ωB97M-V with the def2-TZVPD basis set

Values from the calculation:
LUMO ... -0.25 eV
Relative energy (zero: lowest compared OMol25 entry of this formula, charge and spin) ... 64.3 kcal/mol
F_max ... 6.4 eV/A

Geometry (Å):
1 C -0.09836 -0.44696 -0.09927
2 C 1.26941 -0.23063 -0.19043
3 H -2.40227 -0.58780 0.54989
4 H 0.37981 2.54899 0.42526
5 N -0.71295 -1.53627 -0.22706
6 N 0.37995 1.69076 -0.30695
7 N 1.64348 1.03585 -0.13208
8 O -2.07799 -1.60223 -0.15142
9 O -0.64094 0.70510 0.14771
10 Cl 2.25986 -1.57681 -0.01564

Löwdin atomic charge list, values in e, 8 entries: -0.537 -0.721 0.267 0.189 0.001 0.019 0.088 -0.093

=====

No. 6
Formula: C30H30CrIN6O2STe
Source: the OMol25 dataset
Level of theory: ωB97M-V with the def2-TZVPD basis set

Values from the calculation:
Charge ... +1
LUMO (alpha / beta) ... -3.69 / -3.55 eV
2S+1 ... 5
Relative energy (zero: lowest compared OMol25 entry of this formula, charge and spin) ... 70.4 kcal/mol
F_max ... 3.9 eV/A
⟨S²⟩ ... 6.044

Geometry (Å):
1 Cr -1.01539 -0.34486 -1.36840
2 C -2.25301 3.25892 0.69340
3 C -1.81186 1.93859 0.22539
4 N -1.79396 1.49504 -1.02010
5 N -1.92504 2.37444 -2.10515
6 C -1.70752 1.92634 -3.38923
7 N -1.94510 2.67586 -4.45561
8 S -0.90658 0.44976 -3.72288
9 C -1.31227 0.96122 1.23922
10 C -1.17196 1.23271 2.63282
11 C -0.54051 0.27007 3.40088
12 C -0.35579 -1.00398 2.88532
13 C -0.53601 -1.24708 1.52523
14 N -1.05958 -0.28467 0.76472
15 H -2.72296 3.83805 -0.04294
16 H -1.34310 3.83257 0.90259
17 H -2.82096 3.14346 1.63924
18 H -2.57901 3.19462 -1.95011
19 H -2.35028 3.61722 -4.48246
20 H -1.81900 2.24432 -5.40623
21 H -1.50512 2.18857 3.00824
22 H -0.24582 0.51659 4.43776
23 H -0.04955 -1.83953 3.47590
24 H -0.46579 -2.28084 1.06751
25 C -5.70512 -0.64413 -2.24163
26 C -5.08575 -1.76274 -1.52830
27 N -5.76480 -2.78627 -1.14444
28 C -5.21228 -3.86025 -0.67771
29 C -3.81642 -4.08667 -0.68464
30 C -3.21260 -5.44067 -0.71374
31 O -2.36720 -5.59736 -1.91133
32 C -2.97706 -2.96278 -0.96573
33 C -1.49656 -3.15960 -1.08241
34 N -0.70775 -2.34932 -1.76086
35 C 0.54000 -2.71618 -2.28360
36 C 0.73033 -3.99821 -2.82219
37 C 1.82144 -4.25770 -3.59552
38 C 2.74009 -3.27223 -3.87700
39 C 2.65529 -2.01640 -3.23526
40 C 1.52429 -1.74090 -2.43676
41 I 1.49946 0.00539 -1.27399
42 C -3.62273 -1.75655 -1.33909
43 O -3.03197 -0.66003 -1.63777
44 H -6.81701 -0.67864 -2.10325
45 H -5.56535 -0.89906 -3.30884
46 H -5.20279 0.25063 -2.06465
47 H -5.82176 -4.54879 -0.13478
48 H -3.94097 -6.30695 -0.62686
49 H -2.51109 -5.56382 0.16830
50 H -2.97561 -5.98297 -2.54078
51 H -1.15818 -4.18296 -0.92567
52 H -0.09958 -4.67107 -2.61905
53 H 2.05473 -5.22558 -4.01500
54 H 3.44136 -3.46006 -4.66741
55 H 3.40383 -1.27404 -3.41183
56 C 5.45066 1.60514 3.49289
57 Te 3.93356 1.13101 5.10763
58 C 4.87754 3.19848 5.59927
59 C 5.22070 3.88371 4.32187
60 C 5.06189 5.28322 4.18126
61 C 5.21959 5.88530 2.94325
62 C 5.73022 5.09049 1.89286
63 C 6.02505 3.75262 2.02483
64 C 5.63045 3.11887 3.21160
65 H 5.04397 1.00776 2.62158
66 H 6.44625 1.00697 3.65821
67 H 4.07345 3.73988 6.06943
68 H 5.68922 2.89682 6.25892
69 H 4.81361 5.93699 5.03869
70 H 5.07342 6.93730 2.83353
71 H 5.95231 5.67518 0.95092
72 H 6.67605 3.29877 1.29996

Löwdin atomic charge list, values in e, 8 entries: 0.226 -0.001 -0.227 -0.050 0.036 -0.753 0.087 0.727

=====

No. 7
Formula: C5H14N2O
Source: the OMol25 dataset
Level of theory: ωB97M-V with the def2-TZVPD basis set

Values from the calculation:
LUMO ... 0.86 eV
Relative energy (zero: lowest compared OMol25 entry of this formula, charge and spin) ... 124.0 kcal/mol
F_max ... 4.2 eV/A

Geometry (Å):
1 N 1.16005 1.43585 0.11019
2 C 1.72576 0.01616 0.35584
3 C 2.64786 -0.52090 -0.74369
4 C 0.54838 -0.99118 0.80264
5 N -0.72757 -0.33791 0.97536
6 C -1.57178 -0.46283 -0.20626
7 C -2.88423 0.30939 -0.07008
8 O -2.93034 1.50175 -0.88172
9 H -2.56202 2.23531 -0.38609
10 H 0.87133 0.70977 -0.57862
11 H 1.78515 1.93122 0.69362
12 H 2.32674 0.06504 1.24829
13 H 3.23614 0.28807 -1.14418
14 H 2.10584 -0.98160 -1.58393
15 H 3.30755 -1.29161 -0.35754
16 H 0.50521 -1.79706 0.07746
17 H 0.88992 -1.39169 1.75119
18 H -0.51153 0.64368 1.05243
19 H -1.87439 -1.49953 -0.34001
20 H -1.14603 -0.08535 -1.15175
21 H -3.65208 -0.30458 -0.54924
22 H -3.24997 0.52800 0.92610

Löwdin atomic charge list, values in e, 8 entries: 0.019 -0.424 -0.073 -0.187 -0.084 -0.227 -0.233 -0.087

=====

No. 8
Formula: C9H19N5
Source: the OMol25 dataset
Level of theory: ωB97M-V with the def2-TZVPD basis set

Values from the calculation:
Charge ... +2
LUMO (alpha / beta) ... -9.18 / -9.18 eV
Relative energy (zero: lowest compared OMol25 entry of this formula, charge and spin) ... 118.1 kcal/mol
F_max ... 5.8 eV/A

Geometry (Å):
1 C -1.45218 2.36850 3.25213
2 C -0.51226 1.59569 2.79497
3 C -0.65236 1.54563 0.38360
4 C 2.37319 -0.59498 -0.75766
5 C 0.74542 -2.13038 -0.07894
6 C 0.50775 -3.27288 -1.10896
7 C 0.00454 -2.61174 1.18129
8 C 0.16372 2.71766 -1.50862
9 C -2.17747 1.83965 -1.46883
10 N 1.09523 -0.02444 -1.04076
11 N 2.04307 -1.69964 0.04540
12 N 0.15428 -0.85682 -0.67210
13 N -0.83779 1.95053 -0.78521
14 N -0.32748 1.19010 1.46974
15 H -1.26880 2.64018 4.31376
16 H -2.38808 2.72854 2.78913
17 H 0.38791 1.30297 3.34986
18 H 2.81722 -0.71778 -1.86771
19 H 3.06436 0.02653 -0.27321
20 H 0.24865 -4.12567 -0.41298
21 H 1.30724 -3.60900 -1.82598
22 H -0.37256 -2.95185 -1.69414
23 H 0.82510 -3.13498 1.66692
24 H -0.85466 -3.37288 0.84108
25 H -0.39589 -1.79851 1.82661
26 H -0.05322 2.70742 -2.63159
27 H 0.02203 3.74938 -1.02509
28 H 1.24202 2.18249 -1.38940
29 H -2.12420 1.99467 -2.50224
30 H -2.59204 0.86565 -1.23760
31 H -2.94146 2.53361 -1.01341
32 H 2.73671 -2.30032 0.41178
33 H -0.78801 -0.73737 -1.03186

Löwdin atomic charge list, values in e, 8 entries: 0.099 -0.179 -0.106 -0.149 -0.548 0.005 0.005 -0.007